# 1
{
  "formula": "C38H47IN6O5PTi",
  "method": "ωB97M-V/def2-TZVPD",
  "multiplicity": 1,
  "total_charge": 1,
  "species": ["Ti", "C", "O", "C", "C", "C", "C", "C", "C", "N", "N", "C", "O", "C", "C", "C", "C", "C", "C", "C", "O", "H", "H", "H", "H", "H", "H", "H", "H", "H", "H", "H", "H", "O", "C", "N", "C", "C", "C", "C", "C", "C", "N", "C", "C", "C", "C", "C", "N", "H", "H", "H", "H", "H", "H", "H", "H", "H", "H", "N", "C", "O", "C", "I", "H", "H", "H", "H", "C", "C", "C", "P", "C", "C", "C", "C", "C", "C", "H", "H", "H", "H", "H", "H", "H", "H", "H", "H", "H", "H", "H", "H", "H", "H", "H", "H", "H", "H", "H"],
  "positions_angstrom": [[-0.29, -1.16, -0.23], [-0.23, -5.32, -1.38], [1.18, -5.33, -1.54], [1.99, -4.57, -0.76], [3.31, -5.01, -0.66], [4.27, -4.34, 0.08], [3.93, -3.18, 0.75], [2.63, -2.68, 0.64], [2.22, -1.56, 1.44], [1.12, -0.91, 1.26], [0.72, -0.19, 2.39], [-0.57, -0.25, 2.43], [-1.27, -0.81, 1.47], [-1.32, 0.28, 3.59], [-0.65, 0.98, 4.59], [-1.36, 1.52, 5.65], [-2.74, 1.36, 5.72], [-3.40, 0.65, 4.73], [-2.70, 0.12, 3.66], [1.65, -3.36, -0.12], [0.42, -2.85, -0.21], [-0.58, -6.19, -1.93], [-0.68, -4.41, -1.78], [-0.50, -5.42, -0.32], [3.55, -5.93, -1.18], [5.27, -4.74, 0.14], [4.65, -2.66, 1.36], [2.80, -1.31, 2.33], [0.42, 1.10, 4.53], [-0.83, 2.06, 6.42], [-3.28, 1.78, 6.55], [-4.48, 0.51, 4.80], [-3.23, -0.42, 2.89], [-0.74, -0.53, -4.27], [-0.81, -0.50, -3.05], [0.09, -1.03, -2.18], [1.18, -1.72, -2.83], [2.56, -1.37, -2.33], [3.66, -2.04, -2.88], [4.92, -1.67, -2.48], [5.06, -0.66, -1.54], [3.92, -0.08, -1.03], [2.68, -0.42, -1.41], [-2.02, 0.07, -2.38], [-3.10, 0.52, -3.11], [-4.23, 0.94, -2.42], [-4.24, 0.86, -1.04], [-3.11, 0.37, -0.38], [-2.02, 0.00, -1.05], [1.05, -2.81, -2.74], [1.13, -1.50, -3.90], [3.50, -2.82, -3.61], [5.79, -2.17, -2.89], [6.04, -0.33, -1.20], [3.99, 0.70, -0.28], [-3.04, 0.53, -4.19], [-5.10, 1.30, -2.95], [-5.10, 1.15, -0.46], [-3.08, 0.26, 0.69], [-3.69, -4.02, -1.07], [-2.95, -3.23, -0.27], [-2.04, -2.54, -0.74], [-3.26, -3.27, 1.20], [-5.22, -2.53, 1.60], [-3.53, -3.98, -2.06], [-4.50, -4.49, -0.72], [-2.55, -2.63, 1.73], [-3.23, -4.29, 1.58], [1.27, 4.43, 1.64], [1.13, 2.93, 1.39], [2.50, 2.28, 1.43], [0.19, 2.37, -0.12], [-1.47, 3.21, 0.00], [-2.05, 2.91, 1.38], [-1.69, 4.70, -0.30], [1.15, 3.05, -1.56], [0.92, 2.23, -2.82], [1.04, 4.54, -1.92], [1.85, 4.60, 2.55], [0.31, 4.93, 1.76], [1.81, 4.92, 0.82], [0.54, 2.50, 2.21], [3.17, 2.72, 0.68], [2.45, 1.21, 1.26], [2.96, 2.46, 2.40], [-2.07, 2.66, -0.74], [-1.62, 3.58, 2.14], [-1.86, 1.89, 1.71], [-3.13, 3.08, 1.39], [-1.02, 5.34, 0.26], [-2.71, 4.96, -0.02], [-1.57, 4.93, -1.35], [2.19, 2.88, -1.24], [-0.10, 2.35, -3.18], [1.10, 1.17, -2.64], [1.59, 2.56, -3.62], [0.10, 4.73, -2.45], [1.84, 4.80, -2.62], [1.09, 5.21, -1.07]],
  "lowdin_charge": [1.22, -0.05, -0.06, -0.21, 0.02, -0.06, -0.03, -0.14, -0.02, -0.07, 0.11, -0.43, -0.20, -0.16, -0.02, -0.06, -0.07, -0.06, -0.04, -0.22, -0.17, 0.10, 0.07, 0.10, 0.13, 0.11, 0.12, 0.15, 0.11, 0.11, 0.11, 0.11, 0.06, 0.08, -0.48, -0.07, -0.13, -0.26, -0.01, -0.05, -0.05, -0.13, 0.12, -0.19, 0.04, -0.02, -0.03, -0.13, 0.02, 0.13, 0.13, 0.13, 0.12, 0.11, 0.09, 0.13, 0.12, 0.12, 0.09, 0.20, -0.60, -0.04, -0.53, 0.89, 0.13, 0.10, 0.03, 0.06, -0.09, -0.55, -0.14, 1.12, -0.52, -0.12, -0.10, -0.52, -0.12, -0.11, 0.08, 0.06, 0.07, 0.08, 0.07, 0.02, 0.09, 0.07, 0.09, 0.03, 0.09, 0.06, 0.08, 0.06, 0.09, 0.08, 0.03, 0.09, 0.06, 0.09, 0.06]
}

=====

# 2
{
  "formula": "C3H4Cl2S",
  "method": "ωB97M-V/def2-TZVPD",
  "multiplicity": 1,
  "smiles": "CC(=S)C(Cl)Cl",
  "species": ["C", "C", "S", "C", "Cl", "Cl", "H", "H", "H", "H"],
  "positions_angstrom": [[1.05, 0.44, 0.70], [-0.30, 0.39, 0.13], [-1.43, 1.43, 0.70], [-0.79, -0.53, -0.86], [-1.55, -1.91, 0.06], [0.44, -1.08, -2.00], [1.07, -0.01, 1.67], [1.86, -0.09, 0.09], [1.30, 1.51, 0.90], [-1.64, -0.14, -1.40]],
  "nbo_charge": [-0.71, -0.09, 0.08, -0.27, -0.03, 0.01, 0.26, 0.24, 0.26, 0.26]
}

=====

Sequential HOMO-LUMO gap output: 7.3, 8.2 eV